A 7-piece molecular cluster, C10H35N13O7 overall at a distorted geometry. Source: the OMol25 dataset; level of theory: ωB97M-V/def2-TZVPD.

Results
- E: -1640.76269 Ha
- LUMO level: 0.14 eV
- Net charge: 0

```
65
Properties=species:S:1:pos:R:3:forces:R:3:nbo_charge:R:1
C -5.679 -3.587 15.467 -0.33 -0.02 -0.55 -0.241
O -6.369 -4.153 14.360 0.23 0.01 0.42 -0.561
C -6.029 -3.542 13.126 -0.35 -0.40 -0.20 -0.076
C -6.684 -4.412 12.045 -0.38 0.66 0.50 -0.085
C -6.594 -3.734 10.692 1.19 -0.17 -0.18 -0.609
N -8.108 -4.600 12.319 -0.51 0.13 0.15 -0.836
H -6.047 -4.025 16.392 -0.13 -0.16 -0.11 0.190
H -5.886 -2.514 15.489 0.30 0.13 0.15 0.169
H -4.612 -3.795 15.376 0.13 0.25 0.08 0.167
H -6.443 -2.526 13.070 0.09 0.11 0.13 0.154
H -4.943 -3.514 12.988 0.04 0.08 0.02 0.185
H -6.177 -5.376 12.121 -0.05 0.00 -0.50 0.215
H -5.544 -3.557 10.437 -0.03 0.00 -0.05 0.221
H -7.079 -2.756 10.695 -0.16 -0.07 0.11 0.203
H -7.009 -4.330 9.880 -0.21 0.01 0.08 0.193
H -8.605 -3.781 11.977 -0.02 -0.09 -0.08 0.337
H -8.275 -4.581 13.321 0.13 -0.34 0.02 0.371
N -3.982 -10.385 13.078 0.23 -0.31 -0.55 -0.843
C -3.036 -10.919 12.235 -0.96 1.43 -0.42 0.784
N -2.376 -11.970 12.729 1.24 -1.02 -0.07 -0.825
O -2.871 -10.467 11.095 0.30 -0.36 0.74 -0.713
H -3.946 -10.589 14.057 -0.17 0.18 0.15 0.392
H -4.460 -9.567 12.742 -0.01 0.06 0.21 0.415
H -1.522 -12.239 12.267 -0.21 -0.02 -0.14 0.412
H -2.515 -12.360 13.640 -0.21 0.19 0.15 0.396
N -4.229 -11.675 8.105 -0.38 1.14 0.97 -0.853
C -5.089 -12.359 8.934 0.15 -2.07 -0.85 0.767
N -5.271 -11.933 10.210 0.19 1.31 -0.16 -0.851
O -5.635 -13.392 8.550 0.14 0.33 -0.05 -0.676
H -3.722 -10.892 8.483 0.29 -0.20 -0.03 0.391
H -3.890 -12.084 7.258 -0.31 -0.26 -0.09 0.411
H -4.917 -11.025 10.468 0.20 -0.35 0.28 0.395
H -5.360 -12.637 10.917 -0.33 -0.05 -0.02 0.412
N -2.201 -4.261 10.379 0.05 -0.07 -0.76 -0.875
C -2.075 -4.055 11.722 0.58 1.26 1.45 0.767
N -2.684 -5.009 12.471 -0.48 -0.50 -0.78 -0.856
O -1.457 -3.102 12.208 -0.13 -0.90 -0.46 -0.672
H -1.501 -3.865 9.781 -0.21 0.38 0.03 0.400
H -3.044 -4.626 9.970 0.14 -0.36 0.13 0.406
H -2.742 -5.004 13.469 0.11 0.43 0.05 0.397
H -3.225 -5.671 11.933 -0.12 -0.37 0.38 0.424
N -6.325 -7.145 9.441 0.56 -0.31 0.29 -0.854
C -5.124 -7.383 10.022 0.21 1.57 0.23 0.788
N -4.581 -8.582 9.747 -0.04 0.29 0.23 -0.867
O -4.530 -6.537 10.720 -0.44 -0.59 -0.26 -0.759
H -6.771 -6.267 9.616 -0.11 0.00 0.00 0.405
H -6.715 -7.879 8.870 -0.52 0.35 -0.20 0.421
H -3.758 -8.801 10.292 0.01 -0.66 -0.46 0.445
H -5.080 -9.175 9.107 0.35 -0.45 0.10 0.400
N -8.438 -9.641 5.637 0.96 -0.43 0.59 -0.824
C -8.346 -8.894 6.762 -0.99 1.14 -0.80 0.800
N -9.359 -7.958 6.863 0.94 -0.52 0.66 -0.841
O -7.421 -8.995 7.567 -0.38 -0.15 -0.02 -0.723
H -9.176 -9.558 4.971 -0.09 -0.04 -0.14 0.400
H -7.659 -10.264 5.492 -0.29 -0.14 -0.24 0.418
H -10.076 -7.881 6.173 -0.15 0.07 -0.06 0.396
H -9.334 -7.311 7.630 -0.09 -0.01 -0.04 0.407
N -9.933 -9.926 10.238 0.82 -0.11 -0.35 -0.853
C -9.479 -11.201 10.065 -1.09 -2.01 -0.56 0.767
N -8.307 -11.283 9.367 -0.24 0.75 0.24 -0.865
O -10.125 -12.199 10.395 0.59 0.84 0.48 -0.672
H -9.366 -9.240 9.778 -0.39 0.68 0.44 0.379
H -10.773 -9.738 10.746 -0.08 0.06 -0.09 0.412
H -8.066 -10.479 8.815 0.63 -0.20 -0.07 0.390
H -7.824 -12.154 9.241 -0.21 -0.14 -0.08 0.427
```
Forces are in eV/Å.

***

A 2-piece molecular cluster, C5H5N2P overall at a distorted geometry. Source: the OMol25 dataset; level of theory: ωB97M-V/def2-TZVPD.

Results
- E: -644.24287 Ha
- LUMO level: -0.44 eV
- Net charge: 0

```
13
Properties=species:S:1:pos:R:3:forces:R:3:nbo_charge:R:1
C -0.166 -2.207 -0.291 1.51 -0.17 0.10 0.263
N -1.313 -1.566 -0.383 -1.21 -0.12 0.38 -0.488
C -1.589 -0.529 0.376 0.26 0.94 2.10 -0.256
P -0.359 0.217 1.419 -0.83 -0.45 0.52 0.581
C 0.764 -1.123 1.494 -1.36 0.56 -2.17 -0.268
N 0.842 -2.123 0.616 -1.57 0.10 -0.38 -0.427
H 0.006 -2.884 -1.110 0.14 -0.44 0.00 0.180
H -2.635 -0.062 0.474 1.51 -0.91 -0.88 0.224
H 1.548 -1.047 2.177 1.24 -0.02 1.17 0.203
C 0.330 1.825 -1.717 -0.12 -0.22 -0.52 -0.245
C -0.322 0.833 -1.789 -1.52 -1.40 -0.20 -0.248
H 0.843 2.681 -1.986 0.86 1.17 0.17 0.228
H -1.034 -0.002 -1.789 1.09 0.95 -0.31 0.252
```
Forces are in eV/Å.

***

A 2-piece molecular cluster, C4H13N2O2 overall at a distorted geometry. Source: the OMol25 dataset; level of theory: ωB97M-V/def2-TZVPD.

Results
- E: -420.16476 Ha
- LUMO level: 4.12 eV
- Net charge: -1

```
21
Properties=species:S:1:pos:R:3:forces:R:3:nbo_charge:R:1
C -0.359 0.781 -0.418 -0.27 -1.81 -0.06 -0.234
N -0.934 -0.292 -1.280 -0.78 0.80 -1.13 -0.692
C -0.148 -1.523 -1.264 2.39 -0.97 2.91 0.118
O 1.225 -1.419 -1.386 -0.60 0.37 -0.61 -0.960
C -0.795 0.465 1.104 0.57 1.81 -4.45 -0.094
C -2.300 0.611 1.257 -0.76 0.07 0.25 -0.621
N -0.088 1.444 1.894 0.37 -0.39 2.37 -0.868
H -0.561 1.770 -0.819 -1.01 0.25 0.28 0.166
H 0.708 0.717 -0.577 0.57 -0.12 0.85 0.226
H -0.960 0.047 -2.241 0.07 0.00 0.19 0.337
H -0.421 -2.330 -1.958 -1.13 0.57 -0.18 0.136
H -0.363 -1.922 -0.176 -0.04 0.00 -1.44 0.059
H -0.525 -0.594 1.041 0.49 0.22 1.50 0.217
H -2.806 1.244 0.514 0.64 0.56 0.16 0.197
H -2.843 -0.309 1.041 0.20 -0.41 0.60 0.206
H -2.488 1.016 2.273 -0.25 -0.44 -0.54 0.200
H 0.460 1.011 2.627 -0.15 -0.10 0.13 0.355
H 0.558 2.112 1.503 -0.19 -0.43 -1.08 0.370
H 3.737 -0.145 -0.104 0.08 -0.33 -0.41 0.439
H 2.199 -0.673 -0.620 0.05 -0.10 0.21 0.517
O 2.796 -0.107 0.042 -0.24 0.43 0.47 -1.073
```
Forces are in eV/Å.